Record 1
This record from the Open Molecules 2025 dataset describes one molecule with the formula C5H9NO2. The level of theory is the ωB97M-V functional and the def2-TZVPD basis.

Properties
SMILES: C/C(=C\CN)C(=O)O
Strongest force on any atom in Eh/bohr: 0.0898
LUMO energy in eV: 0.5
Orbital gap in eV: 9.9

Positions of all 17 atoms, in Å:
C (-0.482, 1.242, -0.570)
C (-0.747, -0.140, -0.077)
C (0.038, -1.213, 0.186)
C (1.646, -1.048, 0.132)
N (2.148, 0.320, 0.049)
C (-2.260, -0.310, -0.072)
O (-2.796, -1.063, -0.909)
O (-3.004, 0.339, 0.908)
H (-1.541, 1.480, -0.956)
H (0.403, 1.204, -1.427)
H (0.029, 2.180, 0.074)
H (-0.540, -2.147, 0.777)
H (1.880, -1.256, 1.191)
H (2.051, -1.689, -0.643)
H (3.059, 0.709, 0.687)
H (2.500, 0.559, -0.923)
H (-2.384, 0.831, 1.572)

Atom charges from the natural (NBO) analysis, given in e for atoms 1 to 6: -0.668 -0.175 -0.148 -0.254 -0.876 0.760

Record 2
This record from the Open Molecules 2025 dataset describes C5H9NO2 as an isolated structure. The level of theory is the ωB97M-V functional and the def2-TZVPD basis.

Properties
Strongest force on any atom in Eh/bohr: 0.0672
LUMO energy (spin up / spin down) in eV: -1.2 / -1.2
Orbital gap (spin up / spin down) in eV: 7.0 / 7.0

Positions of all 17 atoms, in Å:
C (0.860, -0.896, 0.486)
C (-0.197, -0.507, 1.422)
C (1.169, 1.468, -0.842)
C (0.325, 0.213, -0.844)
C (-2.179, 0.236, 0.072)
O (0.759, -2.221, 0.056)
N (-1.003, 0.557, 0.475)
O (-0.009, -0.320, -1.901)
H (0.431, -2.228, -0.863)
H (1.878, -0.588, 0.721)
H (-0.921, -1.277, 1.685)
H (0.181, 0.009, 2.303)
H (0.675, 2.213, -1.472)
H (1.279, 1.865, 0.168)
H (2.146, 1.254, -1.277)
H (-2.350, -0.479, -0.737)
H (-3.045, 0.700, 0.548)

Atom charges from the natural (NBO) analysis, given in e for atoms 1 to 6: -0.044 -0.170 -0.693 0.590 0.166 -0.728

Record 3
This record from the Open Molecules 2025 dataset describes one molecule with the formula C5H9NO2. The level of theory is the ωB97M-V functional and the def2-TZVPD basis.

Properties
SMILES: N/C(O)=C\CCC=O
Strongest force on any atom in Eh/bohr: 0.0936
LUMO energy in eV: 0.1
Orbital gap in eV: 8.4

Positions of all 17 atoms, in Å:
N (-1.980, 0.482, -0.026)
C (-0.673, 0.953, 0.110)
O (-0.495, 2.301, -0.125)
C (0.223, 0.338, 0.984)
C (0.381, -1.133, 1.120)
C (1.212, -1.219, -0.160)
C (0.462, -0.156, -1.291)
O (1.147, 0.602, -1.987)
H (-2.501, 1.087, -0.655)
H (-2.464, 0.421, 0.865)
H (0.209, 2.332, -0.809)
H (1.085, 0.935, 1.269)
H (-0.567, -1.663, 1.023)
H (0.928, -1.417, 2.021)
H (2.243, -0.898, -0.023)
H (1.154, -2.194, -0.638)
H (-0.364, -0.771, -1.676)

Atom charges from the natural (NBO) analysis, given in e for atoms 1 to 6: -0.853 0.366 -0.704 -0.113 -0.467 -0.465

Record 4
This record from the Open Molecules 2025 dataset describes an isolated ion of composition C5H9NO2 and charge +1. The level of theory is the ωB97M-V functional and the def2-TZVPD basis.

Properties
Total charge: +1
Strongest force on any atom in Eh/bohr: 0.0996
LUMO energy (spin up / spin down) in eV: -3.8 / -8.8
Orbital gap (spin up / spin down) in eV: 10.2 / 5.0
Multiplicity: 2

Positions of all 17 atoms, in Å:
C (0.196, 2.024, -1.877)
N (-0.901, 1.331, -1.209)
C (-0.299, 0.455, -0.144)
C (0.112, -0.882, -0.468)
C (1.197, -1.501, 0.469)
O (1.596, -2.629, 0.541)
C (-1.271, 0.398, 1.091)
O (-0.733, 0.414, 2.120)
H (0.297, 2.970, -1.404)
H (1.083, 1.421, -1.813)
H (-0.052, 2.374, -2.891)
H (-1.643, 0.868, -1.788)
H (0.671, 0.957, 0.279)
H (-0.614, -1.672, -0.579)
H (0.653, -0.998, -1.441)
H (1.693, -0.708, 1.214)
H (-2.295, 0.234, 1.170)

Atom charges from the natural (NBO) analysis, given in e for atoms 1 to 6: -0.469 -0.171 -0.178 -0.585 0.451 -0.432

Record 5
This record from the Open Molecules 2025 dataset describes one molecule with the formula C5H9NO2S. The level of theory is the ωB97M-V functional and the def2-TZVPD basis.

Properties
Strongest force on any atom in Eh/bohr: 0.1072
LUMO energy (spin up / spin down) in eV: 0.3 / -2.4
Orbital gap (spin up / spin down) in eV: 5.8 / 6.6
Multiplicity: 3

Positions of all 18 atoms, in Å:
C (0.735, 0.375, 0.103)
C (-1.507, 1.468, 0.775)
C (1.225, 1.602, -0.319)
C (-0.801, -2.044, -0.285)
C (-1.227, -0.909, 0.540)
N (-0.448, 0.265, 0.609)
O (-1.435, 2.557, 0.234)
O (-2.619, 0.545, -1.595)
S (-2.821, 0.146, -0.221)
H (1.524, -0.444, -0.025)
H (-1.763, 1.383, 1.902)
H (0.410, 2.293, -0.679)
H (1.983, 1.466, -1.095)
H (1.876, 2.185, 0.352)
H (0.195, -2.386, 0.020)
H (-0.573, -1.661, -1.285)
H (-1.435, -2.851, -0.307)
H (-1.866, -1.023, 1.395)

Atom charges from the natural (NBO) analysis, given in e for atoms 1 to 6: -0.057 0.302 -0.692 -0.663 -0.058 -0.462

Record 6
This record from the Open Molecules 2025 dataset describes one molecule with the formula C5H9NO3. The level of theory is the ωB97M-V functional and the def2-TZVPD basis.

Properties
Strongest force on any atom in Eh/bohr: 0.0393
LUMO energy in eV: -0.4
Orbital gap in eV: 9.1

Positions of all 18 atoms, in Å:
C (-1.411, -1.375, -1.310)
C (-0.467, -0.095, 2.002)
C (-0.469, 0.567, 0.650)
O (-0.254, -1.143, -0.534)
O (-1.358, 1.254, 0.191)
H (-1.954, -2.237, -0.912)
H (-2.073, -0.500, -1.288)
H (-1.143, -1.600, -2.348)
H (0.320, -0.842, 2.082)
H (-1.427, -0.598, 2.120)
H (-0.365, 0.660, 2.786)
C (0.981, -0.161, -1.340)
C (1.803, 1.647, 0.402)
N (0.930, 0.780, 0.122)
O (2.066, -0.609, -1.617)
H (0.306, 0.361, -2.028)
H (2.020, 1.968, 1.419)
H (2.494, 1.923, -0.397)

Atom charges from the natural (NBO) analysis, given in e for atoms 1 to 6: -0.266 -0.713 0.759 -0.671 -0.575 0.188

Record 7
This record from the Open Molecules 2025 dataset describes one molecule with the formula C5H9NO3. The level of theory is the ωB97M-V functional and the def2-TZVPD basis.

Properties
Strongest force on any atom in Eh/bohr: 0.0690
LUMO energy in eV: 0.4
Orbital gap in eV: 8.3

Positions of all 18 atoms, in Å:
C (-0.355, -0.781, 0.137)
C (-1.623, -0.242, -0.439)
C (-0.514, -1.659, 1.342)
C (1.260, 1.240, 0.278)
C (0.943, -0.451, -0.251)
O (0.549, 0.668, -2.251)
O (0.376, 2.228, -0.009)
N (1.488, 0.359, -1.255)
O (2.053, 1.338, 1.187)
H (1.027, 1.325, -2.778)
H (0.657, 2.972, 0.549)
H (1.742, -1.019, 0.219)
H (-1.500, 0.195, -1.426)
H (0.436, -1.878, 1.833)
H (-2.379, -1.032, -0.486)
H (-2.015, 0.546, 0.217)
H (-0.963, -2.618, 1.060)
H (-1.181, -1.190, 2.074)

Atom charges from the natural (NBO) analysis, given in e for atoms 1 to 6: 0.039 -0.663 -0.637 0.844 -0.145 -0.558

Record 8
This record from the Open Molecules 2025 dataset describes one molecule with the formula C5H9NO3. The level of theory is the ωB97M-V functional and the def2-TZVPD basis.

Properties
Strongest force on any atom in Eh/bohr: 0.0447
LUMO energy in eV: -1.2
Orbital gap in eV: 7.7

Positions of all 18 atoms, in Å:
C (1.439, -0.263, 0.299)
C (-2.247, -1.226, -0.483)
C (1.915, 0.807, -0.662)
N (0.060, 0.768, 1.641)
C (-0.209, -0.413, 0.914)
C (-1.334, -0.072, -0.245)
O (-0.028, 1.993, 1.120)
O (-0.348, -1.536, 1.450)
O (-1.388, 0.987, -0.818)
H (-0.335, 1.942, 0.182)
H (1.481, -1.233, -0.202)
H (2.138, -0.407, 1.122)
H (-1.661, -2.077, -0.835)
H (-2.689, -1.526, 0.470)
H (-3.024, -0.947, -1.192)
H (1.250, 0.932, -1.519)
H (2.093, 1.772, -0.184)
H (2.888, 0.499, -1.058)

Atom charges from the natural (NBO) analysis, given in e for atoms 1 to 6: -0.339 -0.727 -0.662 0.111 0.318 0.594

Record 9
This record from the Open Molecules 2025 dataset describes a 2-piece molecular cluster, C5H9NO3 overall. The level of theory is the ωB97M-V functional and the def2-TZVPD basis.

Properties
SMILES: [H]/N=C/CC(=C=O)CO.O
Strongest force on any atom in Eh/bohr: 0.1111
LUMO energy (spin up / spin down) in eV: -0.1 / -0.1
Orbital gap (spin up / spin down) in eV: 7.5 / 7.5

Positions of all 18 atoms, in Å:
H (1.148, 0.531, -3.048)
N (0.845, 0.899, -2.150)
C (-0.258, 0.387, -1.679)
C (-0.331, -0.686, -0.727)
C (-1.227, -0.449, 0.453)
C (-2.511, -0.753, 0.376)
O (-3.656, -0.943, 0.275)
C (-0.681, 0.155, 1.718)
O (0.113, -0.813, 2.384)
H (-0.262, 1.708, -1.689)
H (0.626, -1.162, -0.484)
H (-1.042, -0.914, -1.830)
H (-0.064, 1.030, 1.450)
H (-1.502, 0.501, 2.366)
H (0.533, -0.403, 3.145)
O (2.886, 0.620, 0.009)
H (2.058, 0.524, -0.506)
H (3.327, -0.231, -0.062)

Atom charges from the natural (NBO) analysis, given in e for atoms 1 to 6: 0.404 -0.966 0.020 -0.378 -0.381 0.748

Record 10
This record from the Open Molecules 2025 dataset describes a 2-piece molecular cluster, C5H9NO4 overall. The level of theory is the ωB97M-V functional and the def2-TZVPD basis.

Properties
SMILES: C[C@H]1NC(=O)O[C@H]1C=O.O
Strongest force on any atom in Eh/bohr: 0.0941
LUMO energy in eV: 0.4
Orbital gap in eV: 10.4

Positions of all 19 atoms, in Å:
C (-0.974, 2.733, 1.533)
C (-2.116, 2.843, 0.537)
N (-1.707, 3.254, -0.800)
C (-2.723, 2.675, -1.803)
O (-3.274, 3.281, -2.690)
O (-3.363, 1.693, -1.121)
C (-2.878, 1.527, 0.203)
C (-2.015, 0.286, 0.326)
O (-1.613, -0.357, -0.614)
H (-0.144, 2.131, 1.139)
H (-0.587, 3.736, 1.754)
H (-1.323, 2.282, 2.472)
H (-2.859, 3.557, 0.922)
H (-1.415, 4.213, -0.942)
H (-3.734, 1.401, 0.879)
H (-1.702, 0.043, 1.363)
O (-0.619, 1.507, -2.891)
H (-0.300, 2.094, -1.993)
H (-0.485, 0.587, -2.613)

Atom charges from the natural (NBO) analysis, given in e for atoms 1 to 6: -0.625 -0.052 -0.728 0.940 -0.551 -0.482

Record 11
This record from the Open Molecules 2025 dataset describes one molecule with the formula C5H9NO4. The level of theory is the ωB97M-V functional and the def2-TZVPD basis.

Properties
SMILES: CC(=O)OC(=O)[C@@](C)(N)O
Strongest force on any atom in Eh/bohr: 0.0743
LUMO energy in eV: 0.1
Orbital gap in eV: 10.3

Positions of all 19 atoms, in Å:
C (-2.112, -0.330, -0.362)
C (-1.817, 0.842, 0.927)
O (-2.737, 1.521, 1.229)
O (-0.636, 0.689, 1.421)
C (-0.134, -0.670, 0.605)
O (-0.294, -1.710, 1.143)
C (1.133, -0.229, -0.200)
C (1.002, 1.109, -0.903)
N (2.260, -0.223, 0.701)
O (1.278, -1.215, -1.198)
H (-1.488, -0.815, -1.119)
H (-2.708, -1.075, 0.156)
H (-2.753, 0.312, -0.966)
H (0.816, 1.912, -0.195)
H (1.944, 1.303, -1.413)
H (0.193, 1.071, -1.628)
H (2.249, 0.600, 1.291)
H (2.268, -1.042, 1.300)
H (1.537, -2.050, -0.789)

Atom charges from the natural (NBO) analysis, given in e for atoms 1 to 6: -0.860 0.871 -0.557 -0.590 0.816 -0.518

Record 12
This record from the Open Molecules 2025 dataset describes one molecule with the formula C5H9NOS. The level of theory is the ωB97M-V functional and the def2-TZVPD basis.

Properties
Strongest force on any atom in Eh/bohr: 0.0845
LUMO energy (spin up / spin down) in eV: 0.4 / 0.3
Orbital gap (spin up / spin down) in eV: 7.3 / 7.2

Positions of all 17 atoms, in Å:
C (1.182, -0.855, 0.300)
C (-1.227, 0.120, 0.609)
C (0.488, -1.172, -1.044)
C (0.210, -0.018, 1.129)
C (-0.979, 0.758, -0.724)
N (-0.263, 0.056, -1.655)
O (0.046, 2.603, 1.737)
S (0.720, 1.808, 0.735)
H (1.260, -1.717, 0.845)
H (2.099, -0.311, 0.088)
H (-1.596, -0.959, 0.532)
H (-1.803, 0.898, 1.205)
H (1.171, -1.321, -1.906)
H (-0.243, -1.765, -0.604)
H (0.242, -0.300, 2.158)
H (-1.643, 1.540, -1.116)
H (0.337, 0.634, -2.289)

Atom charges from the natural (NBO) analysis, given in e for atoms 1 to 6: -0.447 -0.508 -0.231 -0.352 0.056 -0.596

Energy above the lowest of the compared OMol25 structures with the same formula, charge and spin (computed, kcal/mol): 93.4 119.7 80.0 94.9 40.0 104.5 125.0 143.7 219.3 54.6 69.2 97.1